(1)
C2H9NO2 | ωB97M-V/def2-TZVPD

Bonds (Å) are listed after each position.
CARTESIAN COORDINATES (ANGSTROEM)
1 O -0.83994 -0.78671 1.43585  C3 1.399, C4 1.357
2 N 0.71541 0.19914 0.03660  C4 1.409, H5 1.026, H6 1.026
3 C -2.18500 -0.89610 1.80362  O1 1.399, H7 1.103, H8 1.103, H9 1.103
4 C -0.53292 -0.44316 0.15928  O1 1.357, N2 1.409, H10 1.107, H11 1.107
5 H 0.55136 1.14880 0.38862  N2 1.026
6 H 0.92267 0.29821 -0.96336  N2 1.026
7 H -2.52799 0.14802 1.70995  C3 1.103
8 H -2.31245 -1.21561 2.85161  C3 1.103
9 H -2.81722 -1.53297 1.16229  C3 1.103
10 H -0.48205 -1.30061 -0.53904  C4 1.107
11 H -1.27796 0.27193 -0.23949  C4 1.107
12 O 3.60980 1.62926 -2.29644  H13 0.984, H14 0.984
13 H 3.99028 0.72258 -2.33422  O12 0.984
14 H 3.18602 1.75723 -3.17523  O12 0.984

SMILES string: COCN.O
LUMO, Eh: 0.0278
Frontier orbital gap, eV: 10.00
HOMO energy, eV: -9.24

Atomic partial charges in e from the natural (NBO) method, atoms 1 to 6: number 1, O, carries -0.540; number 2, N, carries -0.814; number 3, C, carries -0.246; number 4, C, carries 0.113; number 5, H, carries 0.348; number 6, H, carries 0.359

---

(2)
C2H9NO2 | ωB97M-V/def2-TZVPD

Bonds (Å) are listed after each position.
CARTESIAN COORDINATES (ANGSTROEM)
1 C -0.16263 1.38661 0.50762  O2 1.421, C3 1.525, H5 1.099, H6 1.096
2 O 0.64283 2.55717 0.53945  C1 1.421, H7 0.949
3 C -0.21286 0.73358 -0.86987  C1 1.525, N4 1.469, H8 1.096, H9 1.085
4 N -0.17893 -0.73467 -0.86255  C3 1.469, H10 1.015, H11 1.010
5 H 0.19066 0.69459 1.28444  C1 1.099
6 H -1.10163 1.67294 0.99396  C1 1.096
7 H 1.55865 2.32327 0.45560  O2 0.949
8 H -1.17000 1.11759 -1.24048  C3 1.096
9 H 0.70042 1.02383 -1.37897  C3 1.085
10 H -0.04660 -0.99187 -1.83517  N4 1.015
11 H -1.06139 -1.18210 -0.66049  N4 1.010
12 H 0.07749 -2.14574 0.68190  O14 0.964
13 H 0.21180 -3.67882 1.14861  O14 0.968
14 O 0.55219 -2.77639 1.23596  H12 0.964, H13 0.968

SMILES string: NCCO.O
LUMO, Eh: 0.0297
Frontier orbital gap, eV: 10.70
HOMO energy, eV: -9.89

Atomic partial charges in e from the natural (NBO) method, atoms 1 to 6: number 1, C, carries -0.080; number 2, O, carries -0.717; number 3, C, carries -0.255; number 4, N, carries -0.844; number 5, H, carries 0.166; number 6, H, carries 0.179

---

(3)
C2H9NO2 | ωB97M-V/def2-TZVPD

Bonds (Å) are listed after each position.
CARTESIAN COORDINATES (ANGSTROEM)
1 C -0.55158 -2.06348 -0.29005  N2 1.420, H5 1.088, H6 1.085, H7 1.100
2 N -0.75485 -1.55442 1.01990  C1 1.420, C3 1.481, H8 0.978
3 C -0.04692 -0.28282 1.29465  N2 1.481, O4 1.397, H9 1.094, H10 1.096
4 O -0.68858 0.44550 2.29968  C3 1.397, H11 0.957
5 H -0.66732 -3.14346 -0.34927  C1 1.088
6 H 0.37323 -1.71689 -0.74035  C1 1.085
7 H -1.33528 -1.66042 -0.94792  C1 1.100
8 H -1.12147 -1.81795 1.88777  N2 0.978
9 H 0.98969 -0.56154 1.50550  C3 1.094
10 H -0.10179 0.27522 0.35274  C3 1.096
11 H -1.51200 0.00421 2.50743  O4 0.957
12 H 1.64830 4.35591 -2.10622  O14 0.953
13 H 1.89368 4.01542 -3.67023  O14 0.959
14 O 1.87488 3.70471 -2.76362  H12 0.953, H13 0.959

SMILES string: CNCO.O
LUMO, Eh: 0.0361
Frontier orbital gap, eV: 9.29
HOMO energy, eV: -8.31

Atomic partial charges in e from the natural (NBO) method, atoms 1 to 6: number 1, C, carries -0.404; number 2, N, carries -0.700; number 3, C, carries 0.117; number 4, O, carries -0.715; number 5, H, carries 0.205; number 6, H, carries 0.195

---

(4)
C2H9NO2 | ωB97M-V/def2-TZVPD

Bonds (Å) are listed after each position.
CARTESIAN COORDINATES (ANGSTROEM)
1 C 2.22299 1.74798 0.44066  O2 1.336, H5 1.092, H6 1.108, H7 1.102
2 O 2.26625 0.48187 0.01488  C1 1.336
3 C -0.11261 -1.33470 -0.33926  N4 1.352, H8 1.093, H9 1.106, H11 1.115
4 N -1.42828 -1.64041 -0.40261  C3 1.352, H10 1.037
5 H 2.11835 1.85824 1.52220  C1 1.092
6 H 3.04015 2.40942 0.09203  C1 1.108
7 H 1.33038 2.24666 0.02954  C1 1.102
8 H 0.04520 -0.59922 0.45391  C3 1.093
9 H 0.28181 -0.93096 -1.29017  C3 1.106
10 H -1.69030 -1.82624 -1.38900  N4 1.037
11 H 0.54720 -2.20670 -0.11964  C3 1.115
12 H -3.60978 0.02104 0.64963  O14 0.970
13 H -2.28973 -0.51676 -0.02764  O14 0.996
14 O -2.72164 0.28978 0.36549  H12 0.970, H13 0.996

<S²>: 0.81
LUMO (alpha / beta), Eh: -0.3537 / -0.3705
Spin multiplicity: 2
Net charge: +1
Frontier orbital gap (alpha / beta), eV: 5.35 / 3.85
HOMO energy (alpha / beta), eV: -14.98 / -13.93

Atomic partial charges in e from the natural (NBO) method, atoms 1 to 6: number 1, C, carries -0.334; number 2, O, carries -0.257; number 3, C, carries -0.559; number 4, N, carries -0.052; number 5, H, carries 0.226; number 6, H, carries 0.201

---

(5)
C2H9NO2 | ωB97M-V/def2-TZVPD

Bonds (Å) are listed after each position.
CARTESIAN COORDINATES (ANGSTROEM)
1 C -0.96514 -0.07578 -1.32767  O2 1.468, C3 1.538, H5 1.154, H6 1.123
2 O 0.16991 0.28996 -2.18306  C1 1.468, H7 0.981
3 C -0.74358 0.18460 0.17189  C1 1.538, N4 1.457, H8 1.167, H9 1.155
4 N 0.15424 1.28118 0.51130  C3 1.457, H10 1.002, H11 1.070
5 H -1.36583 -1.15739 -1.37145  C1 1.154
6 H -1.73439 0.57731 -1.82148  C1 1.123
7 H 0.73977 0.52040 -1.41915  O2 0.981
8 H -0.27455 -0.80203 0.58169  C3 1.167
9 H -1.84779 0.28778 0.49577  C3 1.155
10 H -0.13064 2.20429 0.24616  N4 1.002
11 H 0.18395 1.33033 1.57937  N4 1.070
12 H 2.35016 -1.64232 2.16338  O14 0.940
13 H 1.86857 -1.53569 0.73996  O14 0.937
14 O 1.59531 -1.46262 1.63331  H12 0.940, H13 0.937

<S²>: 0.76
LUMO (alpha / beta), Eh: -0.1309 / -0.3629
Spin multiplicity: 2
Net charge: +1
Frontier orbital gap (alpha / beta), eV: 12.22 / 5.34
HOMO energy (alpha / beta), eV: -15.78 / -15.21

Atomic partial charges in e from the natural (NBO) method, atoms 1 to 6: number 1, C, carries -0.129; number 2, O, carries -0.524; number 3, C, carries -0.342; number 4, N, carries -0.503; number 5, H, carries 0.263; number 6, H, carries 0.268

---

(6)
C2H9NO3 | ωB97M-V/def2-TZVPD

Bonds (Å) are listed after each position.
CARTESIAN COORDINATES (ANGSTROEM)
1 C 1.08633 0.50134 -0.51981  N2 1.410, O3 1.375, H7 1.093, H8 1.204
2 N 1.65670 -0.78615 -0.59033  C1 1.410, H5 1.011, H6 1.012
3 O 0.27143 0.94520 -1.53397  C1 1.375, H4 1.001
4 H -0.65003 0.62140 -1.31492  O3 1.001
5 H 2.58499 -0.81851 -0.98872  N2 1.011
6 H 1.02807 -1.46679 -0.99727  N2 1.012
7 H 1.84415 1.24561 -0.26256  C1 1.093
8 H 0.33455 0.48542 0.42046  C1 1.204
9 C -0.73033 0.64139 1.50525  H13 1.080, H14 1.079, H15 1.088
10 O -1.76092 -0.07456 -0.32283  O11 1.431
11 O -1.35492 -1.41420 -0.62015  O10 1.431, H12 0.968
12 H -1.89631 -1.93457 -0.00976  O11 0.968
13 H -0.95289 -0.35324 1.86168  C9 1.080
14 H -1.57750 1.29623 1.37149  C9 1.079
15 H 0.11668 1.11142 2.00146  C9 1.088

LUMO (alpha / beta), Eh: -0.0437 / -0.0364
Frontier orbital gap (alpha / beta), eV: 6.93 / 8.07
HOMO energy (alpha / beta), eV: -8.12 / -9.06

Atomic partial charges in e from the natural (NBO) method, atoms 1 to 6: number 1, C, carries 0.219; number 2, N, carries -0.847; number 3, O, carries -0.730; number 4, H, carries 0.505; number 5, H, carries 0.376; number 6, H, carries 0.392

---

(7)
C2H9NO3 | ωB97M-V/def2-TZVPD

Bonds (Å) are listed after each position.
CARTESIAN COORDINATES (ANGSTROEM)
1 C 1.01556 1.23066 0.80874  C2 1.499, H5 1.091, H6 1.089, H7 1.090
2 C -0.13050 0.49732 0.18049  C1 1.499, N3 1.343, O4 1.235
3 N -1.29100 1.16160 0.05870  C2 1.343, H8 1.013, H9 1.007
4 O -0.01788 -0.67212 -0.19906  C2 1.235
5 H 0.95011 2.30327 0.62115  C1 1.091
6 H 1.96528 0.88305 0.40555  C1 1.089
7 H 1.02612 1.04447 1.88264  C1 1.090
8 H -2.10814 0.62465 -0.20486  N3 1.013
9 H -1.44256 2.02856 0.54863  N3 1.007
10 H -1.69595 -1.40828 -0.48880  O12 0.979
11 H -2.94980 -2.24789 -0.59298  O12 0.944
12 O -2.67217 -1.34825 -0.52069  H10 0.979, H11 0.944
13 H 2.92085 -1.88205 -1.22838  O15 0.967
14 H 1.73210 -1.08129 -0.61362  O15 0.968
15 O 2.69798 -1.13371 -0.65751  H13 0.967, H14 0.968

SMILES string: CC(N)=O.O.O
LUMO, Eh: 0.0292
Frontier orbital gap, eV: 11.39
HOMO energy, eV: -10.59

Atomic partial charges in e from the natural (NBO) method, atoms 1 to 6: number 1, C, carries -0.725; number 2, C, carries 0.699; number 3, N, carries -0.800; number 4, O, carries -0.692; number 5, H, carries 0.218; number 6, H, carries 0.268

---

(8)
C2H9NO3 | ωB97M-V/def2-TZVPD

Bonds (Å) are listed after each position.
CARTESIAN COORDINATES (ANGSTROEM)
1 C 0.35907 0.92916 -0.95482  C2 1.531, H5 1.092, H6 1.084, H7 1.073
2 C 0.27291 1.08475 0.56577  C1 1.531, N3 1.361, O4 1.210
3 N 0.80928 2.21379 1.10316  C2 1.361, H8 1.007, H9 1.005
4 O -0.51022 0.36756 1.14570  C2 1.210
5 H 1.31107 1.27886 -1.35838  C1 1.092
6 H -0.44391 1.52103 -1.37888  C1 1.084
7 H 0.27809 -0.13931 -1.00822  C1 1.073
8 H 0.69837 2.45557 2.07424  N3 1.007
9 H 1.62180 2.61947 0.67172  N3 1.005
10 H -0.14197 -1.60162 -2.05449  O12 0.964
11 H 0.47813 -2.46424 -1.02661  O12 0.968
12 O -0.38083 -2.30869 -1.44428  H10 0.964, H11 0.968
13 H -1.17733 -1.93252 0.51761  O15 0.971
14 H -1.96468 -1.75016 1.72131  O15 0.965
15 O -1.20978 -2.27365 1.42615  H13 0.971, H14 0.965

SMILES string: CC(N)=O.O.O
LUMO, Eh: 0.0208
Frontier orbital gap, eV: 10.49
HOMO energy, eV: -9.92

Atomic partial charges in e from the natural (NBO) method, atoms 1 to 6: number 1, C, carries -0.713; number 2, C, carries 0.673; number 3, N, carries -0.823; number 4, O, carries -0.605; number 5, H, carries 0.205; number 6, H, carries 0.243

---

(9)
C2H9NO3Si | ωB97M-V/def2-TZVPD

Bonds (Å) are listed after each position.
CARTESIAN COORDINATES (ANGSTROEM)
1 C 1.92478 0.15643 -0.64850  N3 1.458, H8 1.169, H9 1.175, H10 1.134
2 C -1.33319 -1.52804 0.34611  Si7 1.896, H11 1.105, H12 1.062, H13 1.140
3 N 1.47472 0.27516 0.73298  C1 1.458, O6 1.466, H14 1.084
4 O -1.44780 0.81615 -1.45472  Si7 1.571, H15 0.966
5 O -2.59372 0.78640 0.79030  Si7 1.605, H16 0.917
6 O 0.25956 1.09508 0.76266  N3 1.466, Si7 1.843
7 Si -1.25266 0.33982 0.02941  C2 1.896, O4 1.571, O5 1.605, O6 1.843
8 H 2.31236 1.13832 -1.15054  C1 1.169
9 H 2.93108 -0.44192 -0.55368  C1 1.175
10 H 1.06001 -0.29433 -1.22698  C1 1.134
11 H -0.43489 -2.17113 0.37883  C2 1.105
12 H -1.85457 -1.72562 1.25032  C2 1.062
13 H -1.96126 -2.03072 -0.46192  C2 1.140
14 H 2.08534 0.77839 1.47340  N3 1.084
15 H -1.87250 1.63244 -1.74769  O4 0.966
16 H -2.72359 1.25111 1.56969  O5 0.917

SMILES string: CNO[Si](C)(O)O
LUMO, Eh: 0.0231
Frontier orbital gap, eV: 9.12
HOMO energy, eV: -8.49

Atomic partial charges in e from the natural (NBO) method, atoms 1 to 6: number 1, C, carries -0.436; number 2, C, carries -1.165; number 3, N, carries -0.356; number 4, O, carries -1.124; number 5, O, carries -1.117; number 6, O, carries -0.768

---

(10)
C2H9NO3Si | ωB97M-V/def2-TZVPD

Bonds (Å) are listed after each position.
CARTESIAN COORDINATES (ANGSTROEM)
1 C 3.41923 0.38362 -0.19932  O5 1.401, H8 1.163, H9 1.097, H10 1.187
2 C -3.56101 -0.21589 -0.20102  O6 1.402, H11 1.106, H12 1.108, H13 1.137
3 N -0.51895 -1.49244 0.08669  Si7 1.612, H15 0.930
4 O -0.22689 1.40195 0.62204  Si7 1.598, H16 0.955
5 O 3.17364 -0.93347 0.21158  C1 1.401, H14 1.016
6 O -2.48827 0.60879 0.16504  C2 1.402, Si7 1.611
7 Si -0.98511 0.03942 0.27221  N3 1.612, O4 1.598, O6 1.611
8 H 3.73776 0.35020 -1.31716  C1 1.163
9 H 4.29492 0.71817 0.37068  C1 1.097
10 H 2.42617 0.99462 0.02341  C1 1.187
11 H -4.39389 -0.07791 0.51310  C2 1.106
12 H -3.27643 -1.27923 -0.32941  C2 1.108
13 H -3.93010 0.03346 -1.24761  C2 1.137
14 H 2.23342 -1.04991 0.57918  O5 1.016
15 H 0.35229 -1.81372 0.04347  N3 0.930
16 H -0.25678 2.33235 0.40711  O4 0.955

SMILES string: [H]/N=[Si](\O)OC.CO
LUMO, Eh: 0.0001
Frontier orbital gap, eV: 9.78
HOMO energy, eV: -9.78

Atomic partial charges in e from the natural (NBO) method, atoms 1 to 6: number 1, C, carries -0.248; number 2, C, carries -0.262; number 3, N, carries -1.419; number 4, O, carries -1.135; number 5, O, carries -0.742; number 6, O, carries -0.888

---

What did we get for energy relative to the best compared isomer or geometry (same formula, charge and spin)? Answer: 20.7 12.3 28.5 156.7 61.8 187.4 0.0 22.4 54.6 80.0 kcal/mol, in the order shown.